Below is a cluster of 2 separate species, C59H63N2OSi2 in total at a distorted geometry, with properties calculated with wB97M-V/def2-TZVPD.

Structure (XYZ):
```
127
Properties=species:S:1:pos:R:3
C -1.333 -7.678 5.402
Si -1.420 -5.828 5.523
C -2.851 -5.260 6.565
C 0.179 -5.138 6.164
O -1.762 -5.210 4.025
C -1.142 -4.597 2.912
C -0.889 -3.094 3.181
C -1.714 -2.418 4.076
C -1.619 -1.026 4.194
C -0.669 -0.326 3.449
C 0.168 -0.999 2.561
C 0.053 -2.384 2.428
C 0.104 -5.432 2.573
C 1.379 -5.003 2.956
C 2.484 -5.841 2.760
C 2.303 -7.135 2.278
C 1.021 -7.586 1.956
C -0.079 -6.736 2.103
C -2.258 -4.674 1.800
C -3.665 -4.296 2.297
C -3.994 -2.912 1.736
C -2.973 -2.640 0.613
N -2.011 -3.735 0.686
C -1.010 -3.908 -0.168
C -0.528 -3.020 -1.147
C -0.875 -1.771 -1.628
C -0.033 -1.276 -2.711
C -0.596 -0.893 -3.948
C 0.210 -0.777 -5.079
C 1.603 -0.900 -4.975
C 2.188 -1.086 -3.713
C 1.381 -1.310 -2.600
H -1.067 -8.082 6.389
H -2.304 -8.091 5.102
H -0.580 -8.000 4.675
H -2.699 -5.625 7.590
H -2.920 -4.164 6.587
H -3.798 -5.662 6.180
H 0.194 -5.301 7.252
H 1.048 -5.642 5.724
H 0.264 -4.060 5.973
H -2.429 -2.980 4.683
H -2.301 -0.500 4.865
H -0.596 0.758 3.555
H 0.917 -0.470 1.966
H 0.699 -2.913 1.725
H 1.521 -4.022 3.420
H 3.480 -5.462 3.006
H 3.161 -7.797 2.160
H 0.860 -8.599 1.594
H -1.082 -7.100 1.878
H -2.291 -5.698 1.396
H -4.349 -5.032 1.852
H -3.753 -4.373 3.382
H -5.007 -2.899 1.328
H -3.945 -2.138 2.511
H -3.482 -2.640 -0.363
H -2.493 -1.652 0.718
H -0.476 -4.862 -0.112
H 0.326 -3.484 -1.656
H -1.836 -1.308 -1.433
H -1.682 -0.783 -4.014
H -0.250 -0.600 -6.051
H 2.230 -0.827 -5.866
H 3.278 -1.095 -3.610
H 1.826 -1.537 -1.626
C 0.814 5.383 1.745
C 1.801 4.437 1.462
C 2.092 4.104 0.135
C 1.391 4.713 -0.917
Si 1.800 4.233 -2.663
C 1.304 5.634 -3.786
C 2.316 6.408 -4.377
C 1.999 7.504 -5.187
C 0.662 7.827 -5.437
C -0.356 7.057 -4.865
C -0.039 5.966 -4.039
C 3.610 3.846 -2.888
C 4.527 4.802 -2.418
C 5.905 4.588 -2.552
C 6.380 3.403 -3.124
C 5.474 2.445 -3.592
C 4.094 2.677 -3.504
C 1.005 2.571 -3.152
C 0.786 2.555 -4.679
C -0.723 2.416 -4.892
C -1.377 2.383 -3.501
N -0.278 2.259 -2.566
C -0.448 1.798 -1.310
C -1.717 1.578 -0.798
C -2.115 2.306 0.396
C -3.273 3.121 0.395
C -3.460 4.069 1.400
C -2.593 4.109 2.504
C -1.525 3.204 2.585
C -1.257 2.354 1.515
C 0.392 5.653 -0.623
C 0.091 5.969 0.705
H 0.589 5.643 2.781
H 2.344 3.947 2.272
H 2.872 3.371 -0.088
H 3.363 6.150 -4.208
H 2.802 8.101 -5.622
H 0.414 8.674 -6.078
H -1.404 7.299 -5.054
H -0.848 5.380 -3.593
H 4.163 5.724 -1.953
H 6.598 5.354 -2.206
H 7.451 3.224 -3.206
H 5.829 1.512 -4.034
H 3.401 1.935 -3.910
H 1.737 1.824 -2.813
H 1.158 3.468 -5.153
H 1.348 1.716 -5.108
H -1.143 3.222 -5.500
H -0.923 1.469 -5.400
H -1.954 3.308 -3.303
H -2.084 1.549 -3.394
H 0.442 1.729 -0.669
H -2.501 1.116 -1.394
H -3.945 3.057 -0.464
H -4.272 4.792 1.321
H -2.749 4.834 3.306
H -0.864 3.208 3.460
H -0.357 1.730 1.500
H -0.149 6.143 -1.436
H -0.712 6.675 0.928
```

Output
net charge	+1
Kohn-Sham gap	4.25	eV
max |F|	2.3	eV/A
lowest unoccupied orbital energy	-0.1550	hartree

Here are the Mulliken charges for atoms 1 to 99, given in e: -1.08 0.26 -1.12 -0.97 -0.29 2.16 0.17 -0.62 -0.97 -0.52 -1.77 0.14 0.15 -0.22 -1.07 -0.65 -0.89 -0.30 -1.19 -0.92 -1.02 -0.32 0.28 -0.42 -0.71 -0.06 0.67 -0.13 -0.80 -0.44 -0.58 -0.50 0.37 0.31 0.27 0.43 0.30 0.31 0.53 0.28 0.25 0.38 0.47 0.66 0.51 0.80 0.58 0.44 0.43 0.45 0.35 1.02 0.54 0.13 0.45 0.30 0.63 -0.09 0.38 0.47 0.50 0.40 0.48 0.40 0.46 0.55 -0.51 -0.75 -0.34 0.51 -0.24 0.82 -0.75 -0.69 -0.62 -0.99 0.04 0.62 -0.31 -0.78 -0.64 -0.76 -0.22 -0.46 -0.89 -1.19 -0.83 0.96 -0.15 -1.40 0.11 -0.59 -0.61 -0.77 -1.15 0.51 -0.11 -0.65 0.42